An isolated molecule of C19H25BrN2O5S. Source: OMol25; level of theory: ωB97M-V with the def2-TZVPD basis set.

Last column: Mulliken charge in e.
Cartesian coordinates (Å):
C  2.40  -2.97  4.46  -1.21
C  2.67  -2.84  2.96  -0.84
C  2.02  -1.59  2.41  0.74
O  2.57  -0.50  2.45  -0.66
N  0.80  -1.73  1.83  0.47
C  -0.09  -2.87  1.95  -0.69
C  -1.50  -2.26  2.07  -1.18
C  -1.30  -0.89  1.50  0.48
C  -2.25  0.05  1.17  -0.65
C  -1.80  1.26  0.65  -0.39
Br  -3.06  2.58  0.20  -0.17
C  -0.47  1.49  0.42  -1.39
C  0.49  0.53  0.72  0.59
S  2.08  1.07  -0.01  1.57
O  2.59  2.16  0.77  -0.84
O  1.68  1.39  -1.37  -0.75
C  3.41  -0.18  -0.23  -0.53
C  3.12  -1.11  -1.39  -0.86
C  1.78  -1.84  -1.25  0.40
O  1.67  -2.92  -0.71  -0.67
N  0.76  -1.19  -1.84  0.29
C  -0.57  -1.74  -1.89  -0.19
C  -1.49  -0.87  -2.74  -0.39
C  -0.96  -0.62  -4.16  -0.69
C  -1.35  0.84  -4.42  -0.71
C  -1.24  1.43  -3.02  -0.22
O  -1.67  0.40  -2.13  -0.28
C  0.08  -0.64  1.33  0.23
H  2.75  -2.08  4.98  0.35
H  2.92  -3.83  4.86  0.39
H  1.34  -3.08  4.67  0.29
H  2.34  -3.72  2.41  0.34
H  3.75  -2.72  2.82  0.42
H  0.16  -3.49  2.81  0.66
H  0.01  -3.47  1.04  0.13
H  -2.24  -2.83  1.52  0.38
H  -1.82  -2.20  3.11  0.42
H  -3.30  -0.15  1.30  0.49
H  -0.13  2.40  -0.05  0.55
H  3.58  -0.68  0.71  0.27
H  4.27  0.46  -0.44  0.54
H  3.11  -0.53  -2.31  0.23
H  3.91  -1.87  -1.44  0.47
H  0.87  -0.20  -2.01  0.07
H  -1.00  -1.81  -0.88  -0.29
H  -0.52  -2.75  -2.30  0.49
H  -2.48  -1.36  -2.77  0.49
H  -1.40  -1.31  -4.88  0.48
H  0.12  -0.73  -4.18  0.22
H  -0.69  1.33  -5.13  0.36
H  -2.38  0.90  -4.78  0.28
H  -1.90  2.29  -2.86  0.40
H  -0.21  1.72  -2.79  0.06

As for the HOMO energy: -8.431 eV. Its lowest unoccupied orbital energy is 0.5 eV. The SMILES is CCC(=O)N1CCc2cc(Br)cc(S(=O)(=O)CCC(=O)NC[C@@H]3CCCO3)c21. Its energy above the lowest of the compared OMol25 structures with the same formula, charge and spin is 21.2 kJ/mol. The value obtained for the orbital gap is 8.94 eV.

=====

A cluster of 5 separate species, C19H25Cl16NO5 in total at a distorted geometry. Source: OMol25; level of theory: ωB97M-V with the def2-TZVPD basis set.

Last column: Mulliken charge in e.
Cartesian coordinates (Å):
H  4.57  -3.64  -2.11  0.27
N  3.59  -3.55  -2.45  -0.50
C  3.26  -2.28  -2.35  0.09
C  1.86  -1.63  -2.75  -0.54
C  0.60  -2.60  -2.63  1.64
C  0.19  -3.23  -1.21  -1.10
C  1.01  -2.66  0.05  -0.22
C  0.24  -3.11  1.41  0.27
C  1.38  -3.52  2.51  -1.36
C  -0.53  -1.84  2.04  -0.86
C  -1.63  -1.20  1.04  0.10
C  -2.05  0.25  1.59  -0.91
C  -1.14  1.34  1.69  0.74
C  0.26  1.47  0.94  -0.85
C  -1.58  2.59  2.62  -1.09
O  0.80  -3.81  -3.46  -0.51
C  -0.24  -4.17  -4.36  0.53
O  -0.22  -5.20  -5.05  -0.56
O  -1.25  -3.16  -4.24  -0.44
C  -0.72  -2.06  -3.43  0.02
O  -0.50  -1.06  -4.45  -0.58
O  -1.79  -1.49  -2.66  -0.09
H  4.07  -1.57  -1.91  -0.18
H  1.63  -0.66  -2.16  0.21
H  1.95  -1.31  -3.85  0.44
H  -0.92  -3.16  -0.95  0.32
H  0.42  -4.36  -1.26  0.32
H  2.02  -3.22  0.08  0.47
H  1.24  -1.54  0.01  -0.09
H  -0.43  -4.02  1.23  0.39
H  0.94  -3.54  3.58  0.37
H  2.20  -2.71  2.44  0.27
H  1.84  -4.54  2.29  0.36
H  0.29  -1.04  2.22  0.08
H  -0.96  -2.07  3.08  0.37
H  -2.54  -1.89  1.08  0.40
H  -1.23  -1.04  -0.03  0.07
H  -3.14  0.41  1.93  0.43
H  0.12  1.37  -0.20  0.10
H  1.04  0.67  1.23  0.20
H  0.71  2.50  1.19  0.36
H  -2.69  2.84  2.45  0.21
H  -1.39  2.25  3.71  0.27
H  -0.91  3.47  2.33  0.22
H  -0.40  -0.17  -4.03  0.38
H  -2.55  -2.12  -2.61  0.16
Cl  6.75  0.29  1.16  -0.10
C  6.46  0.34  -0.59  0.30
Cl  7.47  -0.87  -1.40  -0.10
Cl  4.74  -0.01  -0.92  -0.10
Cl  6.86  1.96  -1.21  -0.10
Cl  -4.72  5.25  1.30  -0.09
C  -3.18  6.04  0.90  0.25
Cl  -3.50  7.59  0.08  -0.11
Cl  -2.27  6.35  2.40  0.00
Cl  -2.23  4.99  -0.17  -0.07
Cl  -0.93  7.43  5.05  -0.10
C  0.61  8.22  4.65  0.37
Cl  0.28  9.77  3.83  -0.09
Cl  1.52  8.53  6.15  -0.10
Cl  1.55  7.17  3.58  -0.09
Cl  -7.04  -0.23  -1.33  -0.11
C  -5.38  -0.58  -1.86  0.29
Cl  -5.00  0.40  -3.29  -0.09
Cl  -4.25  -0.19  -0.55  -0.01
Cl  -5.25  -2.31  -2.27  -0.14

As for the HOMO energy: -8.810 eV. Its lowest unoccupied orbital energy is -0.2 eV. The SMILES is [H]/N=C/C[C@]1(CC[C@@H](C)CCC=C(C)C)OC(=O)OC1(O)O.ClC(Cl)(Cl)Cl.ClC(Cl)(Cl)Cl.ClC(Cl)(Cl)Cl.ClC(Cl)(Cl)Cl. The value obtained for the orbital gap is 8.61 eV.

=====

A structure of composition C19H25CrN5O7S at a distorted geometry. Source: OMol25; level of theory: ωB97M-V with the def2-TZVPD basis set.

Last column: Mulliken charge in e.
Cartesian coordinates (Å):
Cr  -1.47  1.45  0.81  -0.67
N  -2.69  2.25  -0.70  -0.31
C  -4.11  2.08  -0.32  -0.59
C  -4.27  1.95  1.19  0.42
O  -5.38  2.07  1.70  -0.78
N  -3.10  1.71  1.80  0.44
C  -3.01  1.49  3.23  -0.67
C  -1.76  0.63  3.48  0.47
O  -1.68  -0.09  4.46  -0.76
O  -0.84  0.75  2.57  -0.62
H  -2.42  3.23  -0.69  0.30
H  -2.50  1.88  -1.63  0.26
H  -4.48  1.16  -0.76  0.23
H  -4.74  2.90  -0.67  0.38
H  -3.89  0.99  3.62  0.34
H  -2.87  2.43  3.77  0.28
C  5.15  2.52  -4.58  -1.44
C  4.09  1.91  -3.69  1.09
C  4.43  1.02  -2.68  -0.79
C  3.45  0.47  -1.86  -0.01
C  2.13  0.82  -2.05  -0.82
C  1.77  1.70  -3.06  -0.45
C  2.75  2.24  -3.87  -0.79
S  0.86  0.15  -1.00  1.63
O  1.52  -0.83  -0.16  -0.80
O  -0.19  -0.35  -1.87  -0.75
N  0.30  1.40  -0.19  0.31
C  1.27  2.16  0.62  -0.24
C  0.55  3.42  1.07  0.35
O  1.16  4.45  1.31  -0.73
O  -0.74  3.26  1.17  -0.05
H  6.15  2.18  -4.29  0.34
H  5.13  3.61  -4.52  0.32
H  4.99  2.24  -5.62  0.32
H  5.47  0.76  -2.53  0.27
H  3.71  -0.21  -1.06  0.46
H  0.73  1.97  -3.18  0.41
H  2.47  2.94  -4.65  0.36
H  2.16  2.45  0.05  0.36
H  1.58  1.60  1.51  0.19
N  -1.95  -0.47  0.47  -0.14
C  -1.50  -1.51  0.71  0.59
N  -1.03  -2.69  0.99  0.12
C  -0.37  -3.50  -0.05  -0.56
C  -0.64  -4.96  0.25  -0.82
C  -0.19  -5.32  1.67  -0.65
C  -0.87  -4.41  2.70  -0.80
C  -0.61  -2.95  2.38  -0.16
H  0.70  -3.28  -0.02  0.30
H  -0.75  -3.18  -1.02  0.45
H  -0.12  -5.58  -0.49  0.36
H  -1.71  -5.16  0.14  0.34
H  0.89  -5.19  1.74  0.31
H  -0.41  -6.37  1.88  0.33
H  -0.50  -4.63  3.70  0.35
H  -1.94  -4.59  2.70  0.31
H  0.46  -2.71  2.45  0.19
H  -1.15  -2.27  3.04  0.22

As for the HOMO energy (spin up / spin down): -5.183 / -4.757 eV. Its lowest unoccupied orbital energy (spin up / spin down) is 2.5 / 2.5 eV. The spin multiplicity is 2. Its energy above the lowest of the compared OMol25 structures with the same formula, charge and spin is 6.5 kJ/mol. The net charge is -1. The value obtained for the orbital gap (spin up / spin down) is 7.66 / 7.23 eV.

=====

A cluster of 4 separate species, C19H25F3N2O9PS in total at a distorted geometry. Source: OMol25; level of theory: ωB97M-V with the def2-TZVPD basis set.

Last column: Mulliken charge in e.
Cartesian coordinates (Å):
C  0.96  1.75  5.16  -0.22
C  1.13  2.20  3.93  -0.50
C  1.20  2.12  2.30  -0.21
C  2.80  1.81  2.09  -0.64
C  2.76  0.25  2.61  -0.52
N  1.32  -0.28  2.54  0.14
C  0.64  0.72  1.64  -0.57
N  1.11  0.84  0.21  -0.35
C  1.13  -0.35  -0.38  0.33
S  1.50  -1.97  -0.62  -0.07
P  -1.26  0.74  1.48  0.51
C  -2.00  -0.99  1.92  -0.95
C  -2.06  1.91  2.77  -0.52
C  -2.20  3.44  2.27  -0.99
H  0.90  1.33  6.24  0.35
H  0.73  3.00  1.73  0.48
H  3.28  2.02  1.07  0.29
H  3.26  2.48  2.93  0.42
H  3.34  0.08  3.60  0.35
H  3.38  -0.31  1.79  0.32
H  1.50  -1.25  2.19  0.40
H  0.88  -0.50  3.46  0.44
H  -1.33  -1.76  1.40  0.07
H  -3.08  -0.96  1.48  0.43
H  -2.00  -1.08  3.07  0.40
H  -3.16  1.52  2.88  0.44
H  -1.61  1.81  3.83  0.34
H  -3.20  3.61  1.69  0.30
H  -2.26  4.14  3.20  0.31
H  -1.32  3.81  1.62  0.22
C  -2.08  0.55  -2.03  0.46
C  -2.47  1.71  -2.89  0.31
O  -3.70  1.31  -3.45  -0.30
C  -4.26  0.47  -2.52  0.58
O  -5.41  0.15  -2.52  -0.52
O  -3.34  0.06  -1.60  -0.26
F  -1.58  1.89  -3.89  -0.28
H  -1.56  -0.23  -2.59  0.16
H  -1.47  0.85  -1.18  -0.49
H  -2.60  2.65  -2.34  0.29
C  2.86  1.03  -3.48  -0.05
C  4.20  1.57  -3.12  0.36
O  4.90  1.55  -4.34  -0.31
C  3.95  1.69  -5.31  0.54
O  4.18  1.99  -6.45  -0.49
O  2.70  1.47  -4.82  -0.33
F  4.84  0.76  -2.24  -0.30
H  2.83  -0.07  -3.46  0.18
H  2.06  1.41  -2.84  0.06
H  4.18  2.60  -2.73  0.32
C  -1.71  -6.25  -0.93  -0.48
C  -1.18  -4.95  -1.44  0.31
O  -1.46  -4.05  -0.39  -0.10
C  -1.44  -4.81  0.75  0.61
O  -1.36  -4.35  1.86  -0.52
O  -1.50  -6.14  0.47  -0.33
F  -1.86  -4.55  -2.54  -0.29
H  -2.78  -6.38  -1.12  0.29
H  -1.18  -7.11  -1.34  0.28
H  -0.11  -4.95  -1.65  0.27

As for the HOMO energy: -11.977 eV. Its lowest unoccupied orbital energy is -5.0 eV. The net charge is +1. The value obtained for the orbital gap is 6.97 eV.

=====

Calculated total energy in order - -4196.93902; -8532.78144; -2982.32022; -2564.31303 hartree